(1)
Here is one molecule with the formula C24H32N2O5S2 from the Open Molecules 2025 dataset. Energies are from ωB97M-V with the def2-TZVPD basis set.

```
65
C24H32N2O5S2 ωB97M-V with the def2-TZVPD basis set
C 4.1166 0.5999 1.0248
H 4.0746 -1.2709 -1.8781
C 0.4847 -2.0975 -0.7322
S 4.6348 -2.1645 0.8411
H -2.5940 -4.7579 -1.6517
H 2.6888 -0.6881 -0.9516
H 4.8585 1.0557 -2.1958
H -1.6328 6.0259 -1.0886
H 2.8527 -1.4455 2.2922
N -1.2310 -0.3047 -0.2698
H -1.4167 4.1579 -2.6811
C -2.4695 -0.9418 -0.0982
H 5.6157 -0.3444 -0.1876
O -4.0672 -4.2560 -0.2709
H -2.1846 -5.0762 0.0533
C -4.9247 -2.1622 0.3272
H -5.6482 -0.2277 0.8191
H 2.2379 -3.6636 0.2877
N 1.1369 -1.9250 0.4221
C -1.4833 5.0212 -0.7226
H -4.4458 1.5428 2.0836
C -4.3089 1.9496 1.0785
H -1.0818 1.8523 -1.8395
C -1.2228 3.4966 1.1104
H -1.7591 -2.8856 -0.6028
H -1.1674 3.2756 2.1646
C 4.2607 1.9566 0.3371
C -4.7888 -0.7994 0.5087
C -2.9934 -5.0723 -0.6833
H 3.1986 0.8904 -2.7741
H -0.7705 -1.0753 -2.1471
H 3.0639 0.4733 1.2849
H 4.7154 0.5670 1.9380
C 4.5614 -0.4955 0.0697
C 3.8267 0.8802 -1.8803
C 1.9142 -2.9609 1.0611
C -1.4142 4.7867 0.6414
O -3.3746 1.1890 0.3471
H -3.4072 -6.0755 -0.7707
H 3.9465 2.7458 1.0226
C -2.6121 -2.3088 -0.2947
H 2.3545 1.8361 -0.6266
S -0.7457 0.8310 0.8562
H -1.5084 5.6054 1.3387
H 0.4753 -0.0492 -1.3833
C 3.1070 -2.3916 1.8181
H 1.0824 -1.0167 0.8740
C -1.1675 2.6805 -1.1549
C -1.1082 2.4597 0.2057
O -1.3888 0.6043 2.1123
C -3.8414 -2.9278 -0.0941
H -5.2730 2.0008 0.5622
O 0.7025 0.7704 0.8754
H -3.8852 2.9511 1.1453
H 3.4148 -3.0983 2.5886
O 0.4766 -3.1286 -1.3774
C 3.3964 1.9857 -0.9198
H 3.4768 2.9587 -1.4099
C -3.5748 -0.1691 0.2774
H -5.8702 -2.6490 0.5011
C -1.3616 3.9715 -1.6193
C -0.2642 -0.8341 -1.2074
H 1.2771 -3.5040 1.7729
H 5.3069 2.1314 0.0732
C 3.7287 -0.4855 -1.2028
```

The value obtained for the HOMO energy is -0.29469 hartree. The SMILES is COc1ccc(OC)c(N(CC(=O)NCCSC2CCCCC2)S(=O)(=O)c2ccccc2)c1. The value obtained for the HOMO-LUMO gap is 8.55 eV. The net charge is 0. As for the spin multiplicity: 1. For the calculated total energy, the calculation gives -60295.20946 eV.

(2)
Here is a 3-piece molecular cluster, C24H32N3O6 overall from the Open Molecules 2025 dataset. Energies are from ωB97M-V with the def2-TZVPD basis set.

```
65
C24H32N3O6 ωB97M-V with the def2-TZVPD basis set
C -3.0924 1.1037 -2.5158
C 0.4801 3.3657 -6.5537
H -0.0332 -6.6245 -2.7354
C -0.2465 3.3710 -5.4395
H 1.9334 1.2447 4.7903
H -2.5414 -2.1929 0.5162
C 3.2086 4.3368 5.8136
H 4.0804 4.7289 7.7039
H -3.9619 1.5714 -2.0612
C 0.8366 -0.8524 2.6014
H -2.1676 1.9639 -0.4058
O 3.8131 2.3366 8.6803
H -3.2087 -0.4301 -1.0605
C 2.4290 2.3603 -5.2732
C 3.6137 4.0135 7.0392
H -2.4193 1.8940 -2.8229
H -0.6693 -3.7515 -3.4723
C -2.4339 0.1818 -1.5076
C 0.1183 -1.9565 2.4804
C 3.4462 2.6369 7.5689
C -2.1957 -4.5832 0.3845
H -2.5346 1.0061 1.5779
H -0.6666 -3.7373 -0.8755
O -0.3609 2.8794 -3.1411
H 1.6227 1.5965 2.3047
C 2.4027 1.9614 5.4520
H -2.2694 -3.8116 -1.6172
C 1.6998 2.3668 -4.1611
H -1.7369 -0.5006 -1.9904
O -1.2981 -5.6035 -1.5741
O -1.6009 -3.7731 1.4035
C 2.5719 3.3382 4.9237
H -1.2655 3.7357 -5.4131
H -3.2688 -4.4149 0.3599
H 1.8069 -0.7903 3.0480
H -2.0063 -5.6092 0.6634
H 3.3225 5.3343 5.4094
N 0.1413 0.1812 2.0467
C -2.1406 -2.4952 1.4750
O 2.5391 2.8500 -7.5713
H 0.0959 3.7255 -7.4995
H 0.5563 -4.7373 -4.2361
H -0.6874 1.0021 -0.5362
C 2.8057 1.6342 6.6758
N -2.0692 0.3592 0.9546
H 0.3178 -2.9597 2.7830
C 1.8766 2.8588 -6.5601
H 0.7229 -5.2729 -1.9014
H -3.4526 0.5689 -3.3850
H 2.0838 2.0088 -3.2142
H -2.9407 -2.4099 2.2092
C -0.3825 -4.7750 -3.6928
N -1.0399 -1.5967 1.8423
H 2.6903 0.6365 7.0803
C -1.5605 -4.3548 -0.9880
H 0.0223 2.1998 2.6683
C 0.5923 1.5778 1.9933
H -1.1240 -5.2262 -4.3386
H 0.5343 1.9305 0.9782
C 0.3064 2.8726 -4.1583
C -1.0236 -0.2879 1.5824
H 3.4484 1.9969 -5.2980
O 2.2023 3.6431 3.8052
C -0.1695 -5.5924 -2.4400
C -1.7531 0.9664 -0.3759
```

The value obtained for the HOMO energy is -0.44706 hartree. The value obtained for the HOMO-LUMO gap is 8.47 eV. The net charge is +1. As for the spin multiplicity: 1. For the calculated total energy, the calculation gives -42153.06963 eV.

(3)
Here is a 2-piece molecular cluster, C24H32N4O2S overall from the Open Molecules 2025 dataset. Energies are from ωB97M-V with the def2-TZVPD basis set.

```
63
C24H32N4O2S ωB97M-V with the def2-TZVPD basis set
H 2.2910 3.4168 -3.6472
H 3.1138 4.6797 -2.7390
H -1.7758 -4.3427 4.1836
O -2.5496 -2.5339 1.9275
H 3.2916 0.7257 -1.0425
H -1.1209 -0.4467 -2.3471
H -3.3014 -3.7349 -1.0521
H 1.2588 -0.3577 -0.2949
C -0.2183 -4.5215 -0.8271
H 1.5782 5.9625 -2.2061
C -1.1718 -0.5750 0.4626
H -2.2725 -4.3661 -2.3246
O 0.8745 0.5975 2.5802
H -1.9653 4.4797 -1.2534
C -0.7959 -0.9537 1.7719
H 0.3182 -2.0017 -0.9076
C 0.1938 -2.4568 4.0521
C -1.1399 -1.5363 -2.2499
N 1.4422 3.9668 -1.7954
C -1.2128 -3.3710 -0.6922
H -0.7235 -5.3763 -0.3548
H 0.2024 5.1686 -2.9849
H 4.3143 2.4194 -2.7258
H 0.0513 -4.8535 -1.8450
N -0.7027 -1.9613 -0.8781
C -1.1686 2.0022 -0.0460
H -0.4299 -1.9707 -2.9892
H -2.1560 2.1706 0.4021
H -2.8511 -2.2998 -3.4123
H 2.7913 -2.4323 3.7407
H -3.2227 -1.5256 -1.8665
C 2.7253 1.3799 -1.7171
H 3.9513 3.0466 -1.1142
C -1.5675 -1.9747 2.4497
C -0.1388 5.6076 -0.8996
H -1.5695 -3.3783 0.3373
C 0.7827 5.2244 -2.0477
C -0.5812 0.7059 -0.0547
C 1.4093 1.6572 -1.0965
H 0.4781 5.8481 -0.0269
C 0.7458 0.6062 -0.4684
H -1.8664 -3.2066 5.5336
C -1.1109 4.4754 -0.5572
C 0.3740 -0.5356 2.5484
C 3.5022 2.6549 -2.0345
C 2.5959 3.7207 -2.6315
H -2.2288 -0.7378 0.2218
S 0.8183 -3.4630 5.2358
N 0.9630 -1.6093 3.2765
H -3.0339 -3.0402 4.1527
C -2.0223 -3.3061 4.4553
C -2.5116 -2.1785 -2.3789
H 0.6978 -4.3480 -0.2532
C -0.4852 3.1093 -0.5717
H -1.5420 4.6536 0.4346
C 0.8009 2.9389 -1.1623
C 2.3388 -1.4406 3.7040
C -2.4027 -3.5180 -1.6418
N -1.1522 -2.3611 3.7567
H 2.8329 -0.7906 2.9859
H -0.6826 6.5212 -1.1578
H 2.3780 -1.0249 4.7168
H 2.5585 0.7914 -2.6342
```

The value obtained for the HOMO energy is -0.26803 hartree. The SMILES is CN1C(=O)C(=Cc2cc3c4c(c2)CCCN4CCC3)C(=O)N(C)C1=S.C[C@@H]1CCCN1. The value obtained for the HOMO-LUMO gap is 7.72 eV. The net charge is 0. As for the spin multiplicity: 1. For the calculated total energy, the calculation gives -46297.95403 eV.

(4)
Here is one molecule with the formula C24H32N4O3S from the Open Molecules 2025 dataset. Energies are from ωB97M-V with the def2-TZVPD basis set.

```
64
C24H32N4O3S ωB97M-V with the def2-TZVPD basis set
H -2.2914 4.3011 0.4848
C 1.5435 -3.1462 -1.1982
C -0.4487 -2.6030 0.0192
C -2.8496 3.7691 -2.8898
H 2.7440 1.8990 3.5567
C -2.2478 5.1181 -3.2943
H 2.3742 -2.8303 -1.8076
O -0.1998 0.4292 1.0897
S 2.2331 -0.0756 -0.8628
C 2.9624 -0.2296 3.6334
H -0.9957 5.7421 -1.0432
C -2.4040 3.4284 -1.5034
H -2.6184 8.1925 -2.0500
N -2.6336 6.1361 -2.3353
H -2.3648 6.6403 -0.3433
O 2.0272 1.2924 -1.2486
H -0.1512 0.7451 -2.0726
H -1.1648 -1.8821 0.3802
H 2.1360 -5.1897 -1.1529
C -1.1035 -6.9241 -0.1882
C -2.2572 7.4626 -2.7732
H -1.1432 -6.8035 -1.2685
H 3.0664 0.6908 5.5670
C 0.1968 -6.3363 0.3644
H 1.0339 -6.8918 -0.0729
C 0.6170 -2.1943 -0.7774
C 0.3398 -4.8866 -0.0298
C 2.7440 0.9809 2.9873
N -1.3381 1.9145 -0.1364
C 2.5206 1.0204 1.6227
H -1.2459 -0.5562 -1.5658
H 2.7665 -2.2743 0.9300
H -1.1682 7.5837 -2.8813
C 2.9679 -1.4012 2.8820
H -2.5398 2.9885 -3.5824
H 2.5196 -0.9912 5.5801
C 2.7528 -1.3702 1.5164
C -0.6105 0.7766 0.0014
H -1.1673 -7.9849 0.0450
N -1.8023 2.3252 -1.3364
C -0.3574 0.0154 -1.2868
O 3.2885 -0.7970 -1.5125
H -1.4606 2.4793 0.7048
C 1.4044 -4.4673 -0.8188
H -2.6288 5.4073 -4.2763
H -0.5685 -5.9838 2.3633
H -3.7777 4.6314 -0.4232
C -2.6950 4.5135 -0.5064
H 2.3448 1.9475 1.1011
H 1.1897 -6.0809 2.2697
H -2.7266 7.6655 -3.7344
H -1.9672 -6.4252 0.2443
H 0.2154 -7.5504 2.1547
H -1.1496 5.0187 -3.3649
H -3.9379 3.8562 -2.9056
C -0.5809 -3.9309 0.3795
H -1.4174 -4.2181 0.9994
H 4.2191 -0.6235 5.3134
C 3.2032 -0.2859 5.1110
H 3.1420 -2.3469 3.3743
C 2.5195 -0.1557 0.9017
C 0.2615 -6.4974 1.8848
N 0.7784 -0.8653 -1.1942
C -2.0985 5.8279 -1.0246
```

The value obtained for the HOMO energy is -0.30336 hartree. The SMILES is Cc1ccc(S(=O)(=O)N(CC(=O)NN=C2CCN(C)CC2)c2ccc(C(C)C)cc2)cc1. The value obtained for the HOMO-LUMO gap is 8.92 eV. The net charge is 0. As for the spin multiplicity: 1. For the calculated total energy, the calculation gives -48344.96414 eV.

no.,largest force on an atom (eV/A)
1,1.20
2,1.51
3,2.21
4,1.29